Entry 1:
A 2-piece molecular cluster, C4H9NO4 overall in a non-equilibrium geometry. Source: the Open Molecules 2025 dataset; level of theory: the ωB97M-V functional and the def2-TZVPD basis.

## Properties
* orbital gap: 10.623 eV
* highest occupied orbital energy: -10.2 eV
* SMILES: NC(=O)CCOC=O.O
* 2S+1: 1
* E_tot: -513.52724 Eh
* relative energy (zero: lowest compared OMol25 entry of this formula, charge and spin): 1.369 eV

Last columns: bonded neighbours and bond lengths (Å).
Atoms and positions in Å:
1 N -1.87 2.54 -2.24  C2 1.375, H9 1.023, H10 1.023
2 C -1.61 1.21 -1.98  N1 1.375, O3 1.246, C4 1.558
3 O -2.38 0.34 -2.40  C2 1.246
4 C -0.28 1.00 -1.20  C2 1.558, C5 1.555, H11 1.107, H12 1.107
5 C -0.30 -0.27 -0.29  C4 1.555, O6 1.420, H13 1.107, H14 1.107
6 O 1.03 -0.47 0.15  C5 1.420, C7 1.278
7 C 1.20 -1.39 1.03  O6 1.278, O8 1.211, H15 1.108
8 O 2.16 -1.60 1.74  C7 1.211
9 H -2.63 2.78 -2.89  N1 1.023
10 H -1.33 3.28 -1.78  N1 1.023
11 H 0.02 1.89 -0.62  C4 1.107
12 H 0.52 0.81 -1.95  C4 1.107
13 H -0.71 -1.10 -0.91  C5 1.107
14 H -1.04 -0.05 0.50  C5 1.107
15 H 0.21 -1.86 1.20  C7 1.108
16 O 2.36 -2.10 4.17  H17 0.984, H18 0.984
17 H 2.33 -1.94 3.20  O16 0.984
18 H 2.32 -3.08 4.26  O16 0.984

***

Entry 2:
A 2-piece molecular cluster, C4H9NO4P overall in a non-equilibrium geometry. Source: the Open Molecules 2025 dataset; level of theory: the ωB97M-V functional and the def2-TZVPD basis.

## Properties
* orbital gap (alpha / beta): 7.236 / 7.240 eV
* highest occupied orbital energy (alpha / beta): -3.7 / -3.7 eV
* 2S+1: 1
* E_tot: -854.94985 Eh
* relative energy (zero: lowest compared OMol25 entry of this formula, charge and spin): 2.257 eV
* total charge: -1

Last columns: bonded neighbours and bond lengths (Å).
Atoms and positions in Å:
1 C -0.46 0.94 -0.48  C4 1.534, O8 1.230
2 C -0.13 1.48 1.93  C4 1.535, H11 1.112, H12 1.174, H13 1.089
3 C -1.09 -0.67 1.15  C4 1.490, H14 1.082, H15 1.113, H16 1.056
4 C -0.05 0.36 0.88  C1 1.534, C2 1.535, C3 1.490, N5 1.499
5 N 1.31 -0.18 0.57  C4 1.499, H17 1.006, H18 1.016
6 O -0.68 -1.34 -3.44  P10 1.525
7 O 0.56 -2.28 -1.25  P10 1.487
8 O -0.71 2.06 -0.93  C1 1.230
9 O 1.60 -0.65 -2.77  P10 1.705, H19 0.960
10 P 0.10 -1.18 -2.14  O6 1.525, O7 1.487, O9 1.705
11 H -0.12 0.88 2.87  C2 1.112
12 H -1.20 1.92 2.10  C2 1.174
13 H 0.65 2.23 1.83  C2 1.089
14 H -1.30 -0.90 2.18  C3 1.082
15 H -2.00 -0.33 0.61  C3 1.113
16 H -0.82 -1.50 0.54  C3 1.056
17 H 1.12 -0.91 -0.09  N5 1.006
18 H 1.93 0.44 0.06  N5 1.016
19 H 1.29 -0.36 -3.63  O9 0.960